[1]
Density functional theory data (ωB97M-V/def2-TZVPD) for an isolated molecule of C5H4F3NO in a non-equilibrium geometry.

Cartesian coordinates (Å):
1 C 2.124633 0.538281 -1.431871
2 C 1.700075 0.483211 -0.314754
3 C -0.600934 -1.693111 0.172362
4 C 0.953066 0.468255 0.925937
5 C -1.581039 0.451909 -0.025591
6 N -0.619527 -0.333124 0.494292
7 O -1.383194 -2.293159 -0.470520
8 F -1.426107 0.797944 -1.335419
9 F -2.810214 -0.187016 0.088328
10 F -1.584602 1.648137 0.595277
11 H 2.529798 0.897790 -2.353090
12 H 0.507516 -2.024691 0.559198
13 H 0.893237 1.529996 1.390901
14 H 1.297295 -0.284424 1.704948

Forces on atoms 1 to 2 (eV/Å):
0.399 0.767 -0.185
-0.577 -0.091 0.514

## Properties
orbital gap = 10.62 eV
E_HOMO = -10.61 eV
energy above the lowest of the compared OMol25 structures with the same formula, charge and spin = 256.0 kJ/mol
largest force on an atom = 4.857 eV/Å
energy = -16936.4857 eV


[2]
Density functional theory data (ωB97M-V/def2-TZVPD) for a cluster of 4 separate species, C4H11N2O2 in total in a non-equilibrium geometry.

Cartesian coordinates (Å):
1 C 0.076682 -2.001287 0.638118
2 C -0.525145 -0.669739 0.682661
3 C 0.030710 0.562168 0.880956
4 N -1.085851 1.443694 0.930229
5 C -2.241347 0.720178 0.754421
6 N -1.935956 -0.566691 0.686135
7 H -0.101478 -2.630493 1.531740
8 H -0.395378 -2.541995 -0.188096
9 H 1.177086 -1.946560 0.589071
10 H 1.072352 0.765182 0.992329
11 H -0.938732 2.429282 1.052129
12 H -3.234920 1.093023 0.932017
13 H 1.424048 -0.097436 -1.532917
14 H -0.150544 0.152925 -1.741528
15 H -1.019752 0.315576 -3.035455
16 O -1.023443 0.408578 -2.113078
17 H 2.728400 0.262822 -0.753541
18 H 3.003779 1.609490 -0.356482
19 O 3.139490 0.691284 0.051290

Forces on atoms 1 to 2 (eV/Å):
0.950 -0.427 0.382
-3.903 -3.043 0.041

## Properties
orbital gap = 4.97 eV
E_HOMO = -14.20 eV
energy above the lowest of the compared OMol25 structures with the same formula, charge and spin = 760.4 kJ/mol
largest force on an atom = 4.950 eV/Å
energy = -11388.2429 eV
charge = +1


[3]
Density functional theory data (ωB97M-V/def2-TZVPD) for a cluster of 4 separate species, C4H11O3 in total in a non-equilibrium geometry.

Cartesian coordinates (Å):
1 C -0.354762 0.935080 -0.544139
2 C -0.901726 -0.489865 -0.643891
3 C -0.536850 -1.447685 -1.527525
4 O -3.040239 -0.032814 0.929368
5 C 1.129389 1.141569 -0.589856
6 O 1.670585 1.305361 0.663216
7 H -0.869674 1.428449 -1.406368
8 H -0.901166 1.281156 0.328827
9 H -2.000454 -0.462157 -0.277933
10 H -0.592482 -0.773681 0.972265
11 H -1.163328 -2.323635 -1.649675
12 H 0.326203 -1.337906 -2.178365
13 H -2.697996 -0.701702 1.537959
14 H 1.733605 0.385234 -1.160911
15 H 1.267705 2.096209 -1.164906
16 H 1.989829 -0.139359 1.159560
17 H 1.220658 -1.431490 0.917831
18 O 2.069396 -1.168539 1.285944

Forces on atoms 1 to 2 (eV/Å):
-1.647 -1.157 -1.722
1.334 0.682 2.956

## Properties
orbital gap = 4.41 eV
E_HOMO = -3.74 eV
energy above the lowest of the compared OMol25 structures with the same formula, charge and spin = 719.0 kJ/mol
largest force on an atom = 3.314 eV/Å
energy = -10462.2270 eV
charge = -1


[4]
Density functional theory data (ωB97M-V/def2-TZVPD) for a structure of composition C35H34NP2S2SeW in a non-equilibrium geometry.

Cartesian coordinates (Å):
1 W 0.010104 -0.178180 -0.459268
2 C 4.073690 -0.630146 1.929666
3 C 2.648309 -0.665659 1.474230
4 S 2.267832 0.065937 -0.047818
5 C 1.653399 -1.206589 2.210643
6 C 1.847724 -1.823689 3.558235
7 S 0.072503 -1.195067 1.506167
8 H 4.687156 -0.005580 1.283359
9 H 4.499962 -1.635636 1.932930
10 H 4.143199 -0.241296 2.947380
11 H 2.613948 -2.600249 3.534228
12 H 0.926790 -2.276202 3.924634
13 H 2.161308 -1.070573 4.284755
14 C -2.801420 3.122884 1.260024
15 N -1.966514 2.194703 0.492792
16 P -2.358342 0.608193 -0.005460
17 C -4.046631 0.325792 0.480902
18 C -5.071083 1.086616 -0.088305
19 C -6.378772 0.855773 0.295508
20 C -6.667414 -0.131652 1.230530
21 C -5.653103 -0.889319 1.794060
22 C -4.335798 -0.660428 1.420647
23 C -2.334735 0.443994 -1.832229
24 C -3.175611 -0.516764 -2.416116
25 C -2.997752 -0.900781 -3.727969
26 C -1.960607 -0.363954 -4.491203
27 C -1.110302 0.566868 -3.926643
28 C -1.291591 0.968212 -2.602164
29 P -0.286701 2.314940 0.283530
30 C -0.099063 3.981425 -0.443424
31 C 0.210524 5.030799 0.425072
32 C 0.231623 6.345183 -0.017763
33 C -0.051722 6.635512 -1.340145
34 C -0.358919 5.603851 -2.215923
35 C -0.387671 4.293177 -1.774183
36 C 0.511110 2.416970 1.906780
37 C -0.222309 2.057140 3.037379
38 C 0.370898 2.056893 4.290632
39 C 1.707706 2.407752 4.416864
40 C 2.446238 2.748230 3.292778
41 C 1.855719 2.751253 2.040598
42 H -3.485630 3.677854 0.616720
43 H -2.155636 3.838789 1.767357
44 H -3.380288 2.589380 2.013844
45 H -4.845730 1.845587 -0.827410
46 H -7.178530 1.440683 -0.137457
47 H -7.694540 -0.312725 1.516556
48 H -5.880419 -1.655907 2.521412
49 H -3.535433 -1.246076 1.857401
50 H -3.968054 -0.973182 -1.836948
51 H -3.657659 -1.637799 -4.165163
52 H -1.821956 -0.677602 -5.515864
53 H -0.296418 0.993699 -4.497538
54 H -0.618886 1.721366 -2.210311
55 H 0.444431 4.831754 1.461606
56 H 0.473272 7.137195 0.677094
57 H -0.035918 7.658677 -1.688797
58 H -0.578530 5.819955 -3.252401
59 H -0.651853 3.535743 -2.495700
60 H -1.255085 1.750417 2.940703
61 H -0.210561 1.784116 5.159950
62 H 2.176378 2.412166 5.392142
63 H 3.491105 3.008863 3.395317
64 H 2.450007 3.008005 1.171717
65 Se 0.102948 -2.018640 -2.133313
66 C 0.217168 -3.535199 -0.953499
67 C 1.431424 -4.167500 -0.735511
68 C 1.487284 -5.274835 0.099638
69 C 0.336993 -5.755745 0.704615
70 C -0.879264 -5.126885 0.468800
71 C -0.941801 -4.018976 -0.357839
72 H 2.334092 -3.795552 -1.202300
73 H 2.437032 -5.764145 0.271155
74 H 0.386106 -6.620187 1.352181
75 H -1.784678 -5.502253 0.927947
76 H -1.888454 -3.523175 -0.535813

Forces on atoms 1 to 2 (eV/Å):
-0.626 -0.541 -0.345
0.085 0.005 0.012

## Properties
orbital gap (spin up / spin down) = 6.58 / 6.58 eV
E_HOMO (spin up / spin down) = -9.94 / -9.94 eV
energy above the lowest of the compared OMol25 structures with the same formula, charge and spin = 99.9 kJ/mol
largest force on an atom = 1.614 eV/Å
energy = -145752.6594 eV
charge = +1


[5]
Density functional theory data (ωB97M-V/def2-TZVPD) for a cluster of 2 separate species, C23H34N4O4 in total in a non-equilibrium geometry.

Cartesian coordinates (Å):
1 O 0.001073 3.125366 -0.691456
2 O 2.525202 -5.441735 -0.402553
3 O 1.429623 -1.582354 2.434879
4 N -1.021421 1.722671 3.505565
5 O 1.854862 2.897661 0.629806
6 C 0.522536 2.887528 0.392874
7 C 1.331515 -5.221200 -0.545861
8 C 1.150413 -2.677490 1.962451
9 C -2.008425 2.417165 2.995377
10 C 0.024146 1.832099 2.594527
11 C -0.347157 2.599213 1.529067
12 C -4.041651 1.689008 -2.510616
13 C -3.800908 3.062960 -2.584247
14 C -3.791554 1.001313 -1.320685
15 C -3.310817 3.747400 -1.468416
16 C -3.307065 1.687099 -0.203545
17 C -3.060081 3.071126 -0.263904
18 N 0.630531 -3.581651 2.804543
19 N -1.655791 2.992790 1.779566
20 N 0.733840 -4.096432 -0.149184
21 C 0.442583 -6.262727 -1.184766
22 C 0.383046 -5.012210 2.628679
23 C 4.116855 3.286391 -0.057083
24 C -3.639913 4.515603 1.680933
25 C 1.315544 -0.455403 -2.579077
26 C 3.226520 -1.856991 -1.860361
27 C 2.659451 3.297127 -0.488379
28 C -2.495627 3.846075 0.910659
29 C 1.700685 -1.741179 -1.845971
30 C 1.134290 -1.695340 -0.414930
31 C 1.420589 -2.943029 0.454133
32 H -2.978201 2.523690 3.471735
33 H 0.995920 1.358659 2.710070
34 H -4.417565 1.156045 -3.378715
35 H -3.982858 3.597586 -3.511669
36 H -3.971544 -0.067571 -1.262460
37 H -3.108537 4.811200 -1.546682
38 H -3.109667 1.125636 0.703612
39 H 0.493681 -3.212490 3.733630
40 H -0.257097 -4.015353 -0.301348
41 H 1.041018 -7.143852 -1.414320
42 H 0.020815 -5.861639 -2.104408
43 H -0.353196 -6.534199 -0.494565
44 H 1.261233 -5.493345 2.192359
45 H -0.485379 -5.170587 1.988394
46 H 0.189003 -5.471103 3.599639
47 H 4.412209 2.279152 0.252461
48 H 4.758768 3.600329 -0.884937
49 H 4.267103 3.971660 0.782461
50 H -4.166170 5.222444 1.032400
51 H -3.251848 5.066278 2.543489
52 H -4.361648 3.770608 2.030082
53 H 1.746904 0.408859 -2.074772
54 H 1.675082 -0.491321 -3.606822
55 H 0.230667 -0.348496 -2.592603
56 H 3.591677 -1.780284 -2.883991
57 H 3.531369 -2.827035 -1.468590
58 H 3.669882 -1.064062 -1.258326
59 H 2.384132 4.303926 -0.822757
60 H 2.520759 2.608527 -1.329397
61 H -1.852150 4.643503 0.522195
62 H 1.273186 -2.586171 -2.385859
63 H 1.560835 -0.817564 0.072530
64 H 0.055042 -1.544665 -0.463444
65 H 2.493679 -3.129222 0.418582

Forces on atoms 1 to 2 (eV/Å):
1.179 0.034 0.629
0.009 0.328 0.150

## Properties
orbital gap = 9.43 eV
E_HOMO = -8.92 eV
energy above the lowest of the compared OMol25 structures with the same formula, charge and spin = 0.0 kJ/mol
largest force on an atom = 2.270 eV/Å
energy = -38554.5002 eV


[6]
Density functional theory data (ωB97M-V/def2-TZVPD) for a cluster of 3 separate species, C5H14N2O in total in a non-equilibrium geometry.

Cartesian coordinates (Å):
1 C 0.327782 -0.213920 -0.005332
2 C -1.694153 -1.224900 0.347215
3 C 1.197126 2.138295 0.556535
4 C -0.302553 0.718898 0.837732
5 C 1.495415 -1.013075 0.495799
6 N 0.278652 -0.022756 -1.367943
7 N -2.251779 -1.122168 -0.993732
8 O 2.199953 1.959795 -0.404712
9 H 1.766084 1.693107 -1.228327
10 H 0.707697 -0.763018 -1.906824
11 H -0.688414 0.150184 -1.678636
12 H -2.491380 -2.016061 -1.416317
13 H -3.084092 -0.543197 -0.989412
14 H -1.279946 -2.209586 0.565840
15 H -2.438145 -0.972033 1.107321
16 H 0.546868 2.991360 0.334718
17 H 1.673708 2.250426 1.528627
18 H -1.161398 1.264654 0.476737
19 H -0.193788 0.574771 1.901266
20 H 1.483469 -2.011981 0.055559
21 H 2.428355 -0.527438 0.204502
22 H 1.480537 -1.101357 1.579387

Forces on atoms 1 to 2 (eV/Å):
-2.207 -2.346 0.084
1.083 -1.123 -1.027

## Properties
orbital gap = 6.79 eV
E_HOMO = -5.87 eV
energy above the lowest of the compared OMol25 structures with the same formula, charge and spin = 567.4 kJ/mol
largest force on an atom = 5.422 eV/Å
energy = -10435.1476 eV


[7]
Density functional theory data (ωB97M-V/def2-TZVPD) for an isolated molecule of C4H9N in a non-equilibrium geometry.

Cartesian coordinates (Å):
1 C 1.938127 -0.625711 0.562320
2 N 0.957901 -0.707392 -0.673189
3 C 0.049204 0.437571 -0.684393
4 C -2.386326 0.813932 0.001135
5 C -1.187557 0.212205 0.112046
6 H 2.547371 0.340142 0.762308
7 H 2.627437 -1.482425 0.476554
8 H 1.343226 -0.523117 1.477676
9 H 0.376553 -1.623611 -0.393018
10 H 0.745118 1.350812 -0.361125
11 H -0.199833 0.597266 -1.761401
12 H -3.204575 0.450210 0.691806
13 H -2.280601 1.598457 -0.770312
14 H -1.326051 -0.838337 0.559590

Forces on atoms 1 to 2 (eV/Å):
-0.616 1.282 -0.676
0.714 -2.165 2.815

## Properties
orbital gap = 10.13 eV
E_HOMO = -8.93 eV
energy above the lowest of the compared OMol25 structures with the same formula, charge and spin = 246.9 kJ/mol
largest force on an atom = 3.622 eV/Å
energy = -5781.2529 eV